(1)
3 unconnected molecules or ions with the total composition C9H11N2O3, computed with wB97M-V/def2-TZVPD.

Last column: Löwdin charge in e.
Atoms and positions in Å:
O1 -0.78 -1.92 2.18  0.052
C1 -0.65 -0.88 3.01  -0.855
O2 -1.04 0.28 2.69  -0.114
O3 -0.17 -1.05 4.18  -0.114
H1 -1.05 -1.61 1.31  0.033
N1 -1.34 -2.28 -1.91  0.005
C2 -0.87 -1.21 -1.23  -0.151
C3 -1.86 -0.68 -0.42  -0.130
C4 -2.97 -1.48 -0.61  -0.109
C5 -2.66 -2.43 -1.56  -0.143
H2 -0.76 -2.87 -2.49  0.146
H3 0.16 -0.89 -1.32  0.100
H4 -1.76 0.14 0.27  0.091
H5 -3.92 -1.38 -0.10  0.101
H6 -3.18 -3.23 -2.06  0.096
N2 2.54 1.04 -0.08  0.012
C6 1.29 1.56 0.04  -0.124
C7 1.35 2.92 -0.26  -0.101
C8 2.68 3.20 -0.52  -0.155
C9 3.43 2.08 -0.31  -0.157
H7 2.89 0.13 0.17  0.148
H8 0.53 0.93 0.46  0.097
H9 0.51 3.59 -0.32  0.091
H10 3.13 4.13 -0.84  0.085
H11 4.49 1.90 -0.27  0.096

Properties
net charge = -1
HOMO = -3.384 eV
gap between HOMO and LUMO = 0.2334 hartree
energy = -684.8218 Ha
energy relative to the best compared isomer or geometry (same formula, charge and spin) = 9.4 kcal per mole



(2)
A gas-phase ion, C9H11N2S (charge +1), computed with wB97M-V/def2-TZVPD.

Last column: Löwdin charge in e.
Atoms and positions in Å:
C1 -2.17 -0.61 -0.26  -0.060
C2 -1.57 -0.14 1.01  -0.294
N1 -2.33 -0.42 2.23  0.152
C3 -0.17 0.02 1.22  -0.065
N2 0.51 0.27 0.10  0.101
C4 1.74 0.25 -0.31  -0.281
C5 2.01 0.85 -1.56  -0.035
C6 3.10 0.53 -2.28  -0.066
C7 3.96 -0.52 -1.91  -0.064
C8 3.78 -1.21 -0.75  -0.099
C9 2.88 -0.57 0.22  -0.627
S1 3.41 -0.59 1.81  0.802
H1 -2.43 -1.69 -0.34  0.090
H2 -1.32 -0.47 -1.04  0.110
H3 -3.12 0.01 -0.54  0.119
H4 -3.29 0.02 2.16  0.180
H5 -1.94 0.07 3.09  0.183
H6 -2.50 -1.47 2.52  0.228
H7 0.16 0.20 2.24  0.118
H8 1.31 1.66 -1.98  0.154
H9 3.35 1.21 -3.16  0.148
H10 4.54 -0.97 -2.69  0.118
H11 4.15 -2.08 -0.27  0.089

Properties
net charge = +1
HOMO = -11.576 eV
gap between HOMO and LUMO = 0.2347 hartree
SMILES string = C/C([NH3+])=C\N=C1\C=CC=CC1=S
energy = -856.8593 Ha
energy relative to the best compared isomer or geometry (same formula, charge and spin) = 79.4 kcal per mole



(3)
A gas-phase ion, C9H11N2S (charge +1), computed with wB97M-V/def2-TZVPD.

Last column: Löwdin charge in e.
Atoms and positions in Å:
C1 2.33 0.89 -0.02  0.056
C2 1.20 1.15 -0.68  -0.036
C3 0.02 0.25 -0.41  -0.357
C4 -1.13 0.96 0.30  0.015
N1 -2.35 0.77 -0.71  0.102
C5 -1.90 -0.60 -1.35  -0.089
N2 -0.53 -0.33 -1.61  0.047
C6 0.74 -0.76 0.74  -0.206
C7 0.39 -1.74 1.53  -0.281
S1 1.88 -2.34 2.39  1.021
C8 2.79 -1.04 1.72  -0.354
C9 2.07 -0.28 0.88  -0.294
H1 3.20 1.56 -0.15  0.131
H2 0.91 1.98 -1.17  0.076
H3 -1.53 0.38 1.22  0.167
H4 -0.91 2.01 0.45  0.129
H5 -3.30 0.70 -0.34  0.178
H6 -2.25 1.41 -1.46  0.139
H7 -2.61 -0.80 -2.13  0.138
H8 -2.01 -1.27 -0.50  0.134
H9 -0.31 -0.03 -2.55  0.152
H10 -0.45 -2.23 1.89  0.042
H11 3.75 -0.65 1.97  0.091

Properties
net charge = +1
HOMO = -11.634 eV
gap between HOMO and LUMO = 0.3074 hartree
SMILES string = C1=C[C@]2(C[NH2+]CN2)c2cscc21
energy = -856.9120 Ha
energy relative to the best compared isomer or geometry (same formula, charge and spin) = 46.4 kcal per mole



(4)
A molecular structure, C9H11N3OS, computed with wB97M-V/def2-TZVPD.

Last column: Löwdin charge in e.
Atoms and positions in Å:
C1 -1.35 2.81 1.76  -0.113
C2 -0.60 0.68 1.13  -0.387
C3 0.18 0.67 2.26  -0.031
C4 1.45 -0.15 2.42  0.007
C5 1.43 -1.31 1.57  -0.080
C6 0.39 -1.37 0.66  -0.058
C7 -0.50 -0.37 0.23  -0.092
C8 -1.49 -0.54 -0.96  -0.078
C9 0.74 -1.32 -3.02  -0.874
H1 -0.16 2.99 2.22  0.130
H2 -1.67 3.92 1.00  0.167
H3 -2.30 2.44 2.62  0.175
H4 0.23 1.54 3.07  0.117
H5 2.30 0.10 3.08  0.099
H6 2.12 -2.11 1.52  0.089
H7 0.62 -2.12 -0.05  0.083
H8 -2.35 0.15 -0.91  0.120
H9 -0.49 -3.02 -2.61  0.108
H10 0.23 0.62 -2.44  0.062
H11 1.65 0.40 -3.43  0.111
N1 -1.44 -1.27 -2.00  0.027
N2 -0.27 -2.07 -2.33  -0.054
N3 0.83 0.03 -2.93  0.116
O1 -1.41 1.66 0.91  -0.137
S1 1.87 -2.35 -3.80  0.493

Properties
HOMO = -8.049 eV
gap between HOMO and LUMO = 0.2882 hartree
energy = -987.0399 Ha
energy relative to the best compared isomer or geometry (same formula, charge and spin) = 116.7 kcal per mole



(5)
A gas-phase ion, C9H11N4 (charge +1), computed with wB97M-V/def2-TZVPD.

Last column: Löwdin charge in e.
Atoms and positions in Å:
H1 -0.71 3.05 1.46  0.074
N1 -0.61 2.39 0.70  0.158
C1 -0.04 2.82 -0.35  -0.466
N2 0.49 4.04 -0.60  0.159
C2 0.08 1.86 -1.47  0.019
N3 -0.41 0.70 -1.45  0.205
C3 -1.01 -0.22 -0.76  -0.280
N4 -2.30 -0.45 -0.88  0.253
C4 -0.17 -1.17 -0.02  -0.161
C5 0.76 -0.70 0.92  -0.012
C6 1.52 -1.60 1.63  -0.048
C7 1.40 -2.96 1.40  -0.047
C8 0.49 -3.43 0.46  -0.053
C9 -0.30 -2.55 -0.24  -0.022
H2 0.92 4.27 -1.47  0.106
H3 0.44 4.78 0.09  0.120
H4 0.60 2.16 -2.38  0.139
H5 -2.91 0.20 -1.36  0.146
H6 -2.71 -1.25 -0.42  0.141
H7 0.82 0.36 1.10  0.098
H8 2.22 -1.24 2.37  0.116
H9 2.01 -3.66 1.95  0.116
H10 0.41 -4.49 0.28  0.116
H11 -0.99 -2.91 -0.99  0.120

Properties
net charge = +1
HOMO = -12.991 eV
gap between HOMO and LUMO = 0.3252 hartree
SMILES string = [H]/N=C(N)/C=N\C(=[NH2+])c1ccccc1
energy = -568.3469 Ha
energy relative to the best compared isomer or geometry (same formula, charge and spin) = 0.0 kcal per mole



(6)
A gas-phase ion, C9H11N4 (charge +1), computed with wB97M-V/def2-TZVPD.

Last column: Löwdin charge in e.
Atoms and positions in Å:
C1 -2.42 -1.15 0.04  -0.092
C2 -1.35 -1.95 -0.07  -0.031
N1 -0.03 -1.45 -0.35  -0.019
C3 0.87 -2.06 0.50  0.000
C4 2.08 -1.43 0.26  -0.027
N2 1.89 -0.42 -0.63  -0.043
C5 0.56 -0.43 -1.00  -0.039
C6 2.35 0.81 -0.17  -0.043
C7 1.47 1.80 0.00  -0.101
N3 0.18 1.59 -0.48  -0.047
C8 -0.89 1.49 0.54  -0.140
C9 -2.15 1.24 -0.13  -0.150
N4 -2.63 0.14 -0.42  0.113
H1 -3.22 -1.56 0.58  0.113
H2 -1.44 -2.99 0.21  0.126
H3 0.52 -2.87 1.20  0.157
H4 3.13 -1.56 0.66  0.162
H5 0.10 -0.03 -1.93  0.187
H6 3.45 0.75 0.17  0.167
H7 1.95 2.79 0.36  0.161
H8 -0.01 2.19 -1.23  0.132
H9 -1.02 2.32 1.18  0.115
H10 -0.68 0.62 1.20  0.146
H11 -2.69 2.15 -0.52  0.154

Properties
net charge = +1
HOMO = -12.545 eV
gap between HOMO and LUMO = 0.3435 hartree
SMILES string = C1=C\n2cc[n+](c2)/C=C\NC\C=N/1
energy = -568.1833 Ha
energy relative to the best compared isomer or geometry (same formula, charge and spin) = 102.7 kcal per mole



(7)
2 unconnected molecules or ions with the total composition C9H11N5, computed with wB97M-V/def2-TZVPD.

Last column: Löwdin charge in e.
Atoms and positions in Å:
C1 4.57 -0.72 -0.27  0.054
C2 3.68 -0.80 -1.35  0.022
C3 4.17 -0.09 0.88  0.098
C4 2.35 -0.38 -1.36  0.134
C5 2.92 0.42 1.02  -0.193
C6 2.02 0.33 -0.17  -0.180
C7 -2.36 0.55 0.25  0.091
C8 -4.46 -0.33 0.60  -0.128
C9 -4.04 -0.47 -0.86  -0.083
N1 2.18 0.99 1.91  0.187
N2 1.09 1.47 1.37  0.038
N3 0.96 1.10 0.08  0.157
N4 -3.31 0.31 1.14  0.055
N5 -2.71 0.17 -0.92  0.100
H1 5.54 -1.06 -0.50  0.130
H2 4.09 -1.16 -2.22  0.106
H3 4.91 0.21 1.58  0.153
H4 1.90 -0.65 -2.30  0.142
H5 -5.36 0.29 0.78  0.150
H6 -4.65 -1.47 0.92  0.186
H7 -3.89 -1.51 -1.16  0.133
H8 -4.72 0.10 -1.67  0.191
H9 0.41 2.05 1.82  0.173
H10 -3.11 0.55 2.11  0.174
H11 -2.19 0.10 -1.70  0.111

Properties
net charge = +2
HOMO (spin up / spin down) = -17.087 / -17.068 eV
gap between HOMO and LUMO (spin up / spin down) = 0.2591 / 0.2345 hartree
energy = -622.5018 Ha
energy relative to the best compared isomer or geometry (same formula, charge and spin) = 42.6 kcal per mole



(8)
A single C9H11NO4 molecule, computed with wB97M-V/def2-TZVPD.

Last column: Löwdin charge in e.
Atoms and positions in Å:
C1 1.95 1.10 2.57  -0.153
C2 1.46 0.80 1.22  -0.256
C3 -0.03 0.99 0.94  -0.196
O1 -0.39 0.73 -0.40  -0.061
C4 -0.94 -0.46 -0.80  -0.170
C5 -1.93 -0.55 -2.00  -0.066
C6 -2.76 -1.74 -1.79  -0.015
C7 -2.11 -2.88 -1.87  -0.010
C8 -0.68 -2.76 -2.23  -0.224
O2 0.11 -3.66 -2.36  0.130
C9 -0.49 -1.07 -2.13  -0.114
N1 0.57 -0.53 -2.95  -0.341
O3 0.41 -0.20 -4.10  0.103
O4 1.66 -0.46 -2.40  0.098
H1 1.61 0.36 3.33  0.093
H2 2.94 1.25 2.72  0.041
H3 1.47 1.97 2.95  0.065
H4 1.95 -0.21 0.93  0.148
H5 2.10 1.59 0.70  0.137
H6 -0.71 0.50 1.65  0.125
H7 -0.27 2.14 1.15  0.168
H8 -1.06 -1.17 -0.06  0.141
H9 -2.39 0.33 -2.30  0.135
H10 -3.80 -1.72 -1.42  0.139
H11 -2.37 -3.80 -1.58  0.083

Properties
HOMO = -9.687 eV
gap between HOMO and LUMO = 0.3516 hartree
SMILES string = CCCO[C@H]1[C@@H]2C=CC(=O)[C@@]21[N+](=O)[O-]
energy = -705.0290 Ha
energy relative to the best compared isomer or geometry (same formula, charge and spin) = 173.3 kcal per mole